Here is a single C2H4N2S3 molecule at a distorted geometry from the OMol25 dataset. Energies are from ωB97M-V with the def2-TZVPD basis set.

XYZ file:
```
11
Properties=species:S:1:pos:R:3:forces:R:3
S 2.409 -1.420 0.306 -0.7 0.2 -0.2
S -2.504 -0.412 0.084 0.0 0.4 0.3
S 1.461 1.486 -0.248 0.3 -0.4 -0.3
N 1.428 -0.228 -0.568 -0.5 -0.8 -0.4
N 0.016 -0.602 -0.577 -0.6 -0.2 -0.3
C 0.138 1.429 0.816 -1.1 -6.4 -3.0
C -0.897 0.222 -0.102 3.2 2.8 2.9
H 2.431 -2.264 -0.762 0.2 0.4 0.3
H -0.304 2.245 1.157 -1.9 3.7 1.3
H -2.872 0.535 0.976 0.0 -0.2 -0.3
H -0.263 -1.591 -0.613 1.1 0.5 -0.3
```
Forces are in eV/Å.

Values from the calculation:
Energy: -37618.7856 eV
LUMO energy (alpha / beta): 0.32 / 0.32 eV
ΔE to the lowest compared entry with this formula, charge and spin: 544.0 kJ/mol
Kohn-Sham gap (alpha / beta): 7.048 / 7.045 eV
Maximum force: 0.1390 Eh/bohr

---

Here is a single C2H4N2S3 molecule at a distorted geometry from the OMol25 dataset. Energies are from ωB97M-V with the def2-TZVPD basis set.

XYZ file:
```
11
Properties=species:S:1:pos:R:3:forces:R:3
S 0.453 1.896 -0.078 -0.2 0.2 0.6
S 2.374 -0.615 -0.676 0.7 -0.6 0.4
S -2.882 -0.751 -0.328 1.6 1.2 -0.5
N -0.435 0.457 -0.121 0.2 -2.2 -0.3
N 1.307 -1.268 0.476 -2.3 1.7 -0.5
C 0.123 -0.737 0.564 1.8 0.1 -1.2
C -1.721 0.435 -0.602 -1.7 0.0 0.4
H -2.056 1.389 -1.127 0.9 -1.2 0.7
H 0.107 2.059 1.220 0.3 0.6 -0.2
H 3.321 -1.565 -0.420 -0.4 0.5 -0.2
H -0.592 -1.300 1.092 -0.9 -0.2 0.8
```
Forces are in eV/Å.

Values from the calculation:
Energy: -37622.6190 eV
LUMO energy: -0.19 eV
ΔE to the lowest compared entry with this formula, charge and spin: 174.2 kJ/mol
Kohn-Sham gap: 8.715 eV
Maximum force: 0.0564 Eh/bohr

---

Here is a single C2H4N2S3 molecule at a distorted geometry from the OMol25 dataset. Energies are from ωB97M-V with the def2-TZVPD basis set.

XYZ file:
```
11
Properties=species:S:1:pos:R:3:forces:R:3
S 2.732 -1.079 -0.344 -0.3 -2.4 -2.0
S -3.386 -1.378 -0.132 0.7 0.7 0.3
S -1.523 0.773 -0.955 1.0 1.1 0.7
N -0.264 1.395 0.046 2.1 -1.7 -0.2
N 1.179 -0.416 -0.421 -0.1 2.6 1.9
C -2.087 -0.419 0.110 0.7 -1.7 1.1
C 0.954 0.634 0.335 -1.7 -1.0 -2.7
H 2.525 -2.139 -1.426 0.3 2.2 2.3
H -1.266 -0.571 0.920 -1.8 0.1 -1.0
H -0.432 2.081 0.743 -0.8 0.5 0.3
H 1.568 1.119 1.125 -0.2 -0.5 -0.6
```
Forces are in eV/Å.

Values from the calculation:
Energy: -37622.2672 eV
LUMO energy: -0.31 eV
ΔE to the lowest compared entry with this formula, charge and spin: 208.1 kJ/mol
Kohn-Sham gap: 8.179 eV
Maximum force: 0.0653 Eh/bohr

---

Here is a gas-phase ion, C2H4N3 (charge +1) at a distorted geometry from the OMol25 dataset. Energies are from ωB97M-V with the def2-TZVPD basis set.

XYZ file:
```
9
Properties=species:S:1:pos:R:3:forces:R:3
N -0.693 0.261 1.516 0.3 -2.4 1.7
N 0.111 1.626 0.269 0.2 2.5 -1.4
N 0.255 -0.562 -0.526 1.6 1.4 0.7
C 0.329 0.289 0.530 -1.5 -1.5 -0.9
C -1.138 1.194 0.689 -1.3 2.3 0.8
H -1.120 -0.425 2.251 0.9 1.5 -2.4
H -0.006 -1.483 -0.460 -1.1 -2.6 1.2
H 1.018 -0.570 -1.149 1.1 0.8 -1.2
H 0.251 2.265 -0.595 -0.1 -2.0 1.6
```
Forces are in eV/Å.

Values from the calculation:
Net charge: +1
Energy: -6597.4682 eV
LUMO energy: -5.63 eV
ΔE to the lowest compared entry with this formula, charge and spin: 385.7 kJ/mol
Kohn-Sham gap: 9.961 eV
Maximum force: 0.0600 Eh/bohr

---

Here is 2 unconnected molecules or ions with the total composition C2H4N3O at a distorted geometry from the OMol25 dataset. Energies are from ωB97M-V with the def2-TZVPD basis set.

XYZ file:
```
10
Properties=species:S:1:pos:R:3:forces:R:3
O -2.318 -0.361 -1.029 -0.9 -0.3 -0.5
N -0.184 -0.398 -0.343 -1.2 -0.7 -0.7
N 0.470 1.959 0.251 -0.7 -0.7 0.9
N -1.230 -0.546 -0.745 0.9 0.9 0.6
C 1.087 -1.001 -0.173 1.8 -0.5 1.4
C -0.481 1.812 0.895 1.4 1.9 -1.2
H 1.361 -1.510 -1.113 0.5 0.9 0.3
H 1.753 -0.314 0.452 -0.6 -0.4 -2.0
H -1.417 2.141 1.254 -0.8 -0.3 0.8
H 0.959 -1.783 0.551 -0.5 -0.8 0.4
```
Forces are in eV/Å.

Values from the calculation:
Net charge: +1
Energy: -8643.6751 eV
LUMO energy: -6.18 eV
ΔE to the lowest compared entry with this formula, charge and spin: 505.5 kJ/mol
Kohn-Sham gap: 10.831 eV
Maximum force: 0.0522 Eh/bohr

---

Here is a gas-phase ion, C2H4N3OS (charge +1) at a distorted geometry from the OMol25 dataset. Energies are from ωB97M-V with the def2-TZVPD basis set.

XYZ file:
```
11
Properties=species:S:1:pos:R:3:forces:R:3
S 0.479 -1.709 -0.008 -1.1 1.8 0.3
O 1.689 2.146 0.109 0.3 0.5 -0.4
N 1.985 -1.354 -0.004 1.2 0.2 -0.2
N 2.425 -0.087 -0.073 0.4 -1.8 -0.4
N -1.781 -0.110 0.180 -2.5 -0.1 -1.4
C -0.311 -0.213 -0.061 0.8 -0.7 -1.1
C 1.984 1.036 -0.024 -0.4 0.8 1.1
H 0.241 0.574 -0.723 -2.2 -1.4 1.3
H -2.460 -0.430 -0.623 1.8 1.4 0.6
H -1.977 0.936 0.377 -0.1 -2.2 0.0
H -2.275 -0.789 0.850 1.8 1.6 0.2
```
Forces are in eV/Å.

Values from the calculation:
Net charge: +1
Energy: -19479.7736 eV
LUMO energy (alpha / beta): -5.58 / -5.58 eV
ΔE to the lowest compared entry with this formula, charge and spin: 426.0 kJ/mol
Kohn-Sham gap (alpha / beta): 7.784 / 7.781 eV
Maximum force: 0.0567 Eh/bohr

---

Here is a gas-phase ion, C2H4N3OS (charge +1) at a distorted geometry from the OMol25 dataset. Energies are from ωB97M-V with the def2-TZVPD basis set.

XYZ file:
```
11
Properties=species:S:1:pos:R:3:forces:R:3
S -2.476 -1.848 -0.091 0.0 0.3 0.3
O -1.272 1.739 0.612 3.9 0.4 -1.5
N -2.909 0.540 1.211 -1.5 -2.9 0.7
N -2.279 1.532 1.456 -1.7 1.6 1.1
N 0.214 -0.163 0.330 -0.2 -0.7 -4.2
C -2.228 -0.335 0.323 0.9 1.5 -1.2
C -0.985 0.591 -0.138 -3.0 -0.8 0.9
H 0.959 -0.027 -0.430 -0.6 -0.3 1.9
H -0.137 -1.174 0.293 0.9 0.9 0.4
H 0.434 0.175 1.226 1.0 0.3 1.7
H -0.989 0.814 -1.199 0.3 -0.1 0.0
```
Forces are in eV/Å.

Values from the calculation:
Net charge: +1
Energy: -19480.9376 eV
LUMO energy: -6.26 eV
ΔE to the lowest compared entry with this formula, charge and spin: 313.7 kJ/mol
Kohn-Sham gap: 8.237 eV
Maximum force: 0.0826 Eh/bohr

---

Here is a molecular structure, C2H4N3P3 at a distorted geometry from the OMol25 dataset. Energies are from ωB97M-V with the def2-TZVPD basis set.

XYZ file:
```
12
Properties=species:S:1:pos:R:3:forces:R:3
P 2.784 -0.094 0.221 0.0 -0.7 0.3
P 0.558 1.622 -0.493 2.7 -0.3 0.6
P 0.502 -1.198 -1.214 3.1 -0.2 1.3
N 2.061 -1.225 -0.816 -1.6 -0.4 -1.3
N -0.075 0.076 -0.251 -5.1 -0.9 0.3
N 2.126 1.325 -0.271 -3.1 2.6 -0.5
C -2.371 -0.123 1.120 -1.5 0.6 0.1
C -1.931 -0.158 -0.110 6.3 1.3 2.7
H -1.999 0.131 2.138 0.5 -0.3 -1.4
H 4.012 0.255 -0.376 0.3 -0.8 -0.2
H -2.214 -0.399 -1.058 -1.4 -0.5 -2.1
H -3.453 -0.213 1.109 -0.3 -0.3 0.3
```
Forces are in eV/Å.

Values from the calculation:
Energy: -34472.7482 eV
LUMO energy: -0.25 eV
ΔE to the lowest compared entry with this formula, charge and spin: 164.0 kJ/mol
Kohn-Sham gap: 7.710 eV
Maximum force: 0.1348 Eh/bohr